Density functional theory data (the ωB97M-V functional and the def2-TZVPD basis) for a molecular structure, C8H32AsF6N16O8.

Geometry (Å):
As  11.966375  11.516655  10.077285
F  11.257045  11.972775  8.429255
F  12.695295  13.118405  10.286895
F  12.575345  11.107155  11.643965
F  11.181035  9.901045  9.778115
F  13.457655  10.926415  9.306145
F  10.521475  12.126415  10.892065
C  7.224645  12.280165  11.389775
O  6.146445  12.517865  11.811795
N  8.339735  12.458825  12.136305
N  7.584255  11.955055  10.244085
H  8.114025  12.889315  13.021655
H  9.238955  12.169075  11.779185
H  8.540235  11.693135  10.050225
H  6.904095  11.850585  9.504775
C  8.777105  9.910405  7.374065
O  9.347675  8.968195  7.809645
N  7.770375  9.795775  6.531045
N  8.895965  11.161115  7.587125
H  7.180755  10.482695  6.083165
H  7.497855  8.870115  6.232745
H  9.723755  11.312825  8.145545
H  8.182895  11.868215  7.479265
C  15.406775  14.511105  8.234785
O  16.441465  15.087005  7.960395
N  15.097975  13.325865  7.842565
N  14.375565  14.980665  8.916745
H  15.748745  12.957005  7.163935
H  14.618105  12.713715  8.486845
H  13.560005  14.393785  8.814145
H  14.428545  15.892635  9.347565
C  9.644145  8.802105  13.687675
O  10.708785  9.012875  14.280095
N  8.520635  8.521195  14.252935
N  9.497185  8.765465  12.421295
H  7.705675  8.358315  13.678985
H  8.510975  8.385615  15.253755
H  10.305945  8.715795  11.818355
H  8.645445  8.506225  11.944395
C  9.663315  15.309155  8.536815
O  8.987265  16.202865  8.136415
N  10.664085  14.795135  7.871505
N  9.730025  14.861555  9.770305
H  11.284145  14.000055  7.930325
H  10.672425  15.154995  6.927825
H  10.330915  14.074205  9.968085
H  9.070315  15.237735  10.436165
C  12.639115  7.775845  5.849125
O  13.123585  6.966565  5.084585
N  13.097435  8.972725  5.861235
N  11.601355  7.735105  6.700795
H  13.751685  9.219235  5.132335
H  13.064735  9.620975  6.635055
H  11.141895  6.853055  6.876785
H  11.219465  8.569945  7.121875
C  17.303155  12.258595  11.257255
O  18.439335  12.708015  11.468555
N  16.927235  11.555685  10.214405
N  16.274245  12.502415  12.025355
H  17.701175  11.273605  9.629995
H  15.987565  11.341525  9.912305
H  15.331085  12.155825  11.923255
H  16.309585  13.169315  12.783055
C  12.447145  6.453115  10.328115
O  12.959575  5.400955  10.274565
N  11.381665  6.664165  9.636525
N  12.790455  7.582845  11.018305
H  10.942375  7.573445  9.618325
H  11.161755  5.963875  8.942745
H  12.392375  8.395835  10.570315
H  13.613875  7.623085  11.601785

Forces on the atoms, in the same order (eV/Å):
As 0.39 -0.67 -0.37
F 1.53 -0.05 2.11
F -0.71 -1.00 -0.76
F -0.18 -0.41 -0.77
F 0.90 1.83 0.67
F -1.11 0.51 0.31
F 1.21 -0.43 -1.50
C 2.17 1.80 5.01
O -4.11 0.55 0.87
N -0.06 0.44 2.14
N 0.79 -2.73 -8.40
H 0.82 -0.39 0.03
H -0.55 0.44 1.20
H -0.45 0.15 -0.15
H 0.16 -0.19 0.26
C -3.39 -0.43 -2.05
O 2.44 -2.37 1.55
N -4.03 -3.20 -3.48
N 3.18 4.72 2.98
H 0.76 0.38 0.45
H 0.21 -0.02 0.27
H -0.36 1.12 0.00
H 0.43 -0.37 -0.14
C 1.39 3.25 0.65
O 0.53 0.61 -0.16
N -0.05 -5.36 -2.58
N -1.16 1.65 1.41
H -0.11 -0.51 0.41
H 0.10 -0.17 -0.44
H -0.22 1.10 0.71
H -0.42 -0.38 -0.07
C 3.72 0.31 2.61
O -0.50 0.00 -0.17
N -3.99 -0.85 3.47
N 0.77 0.18 -6.98
H 0.09 -0.04 0.71
H -0.29 0.15 -0.33
H 0.06 0.27 0.33
H 0.19 0.07 0.37
C 1.23 -0.09 1.81
O -2.19 1.80 -1.12
N 2.96 -0.67 -5.53
N -1.32 -0.68 3.25
H -0.73 -0.05 1.00
H 0.16 -0.01 -0.05
H -0.43 0.38 0.47
H 0.21 -0.52 0.09
C -1.04 -1.63 0.00
O -0.58 -1.77 -0.25
N 3.24 6.18 -0.67
N -1.19 -2.26 0.64
H 0.02 -0.21 0.29
H -0.29 -0.32 -0.09
H 0.06 0.40 -0.06
H -0.10 -0.40 -0.11
C 1.94 1.77 0.53
O -0.80 -0.84 -0.30
N 1.05 -2.21 -3.26
N -3.18 1.53 3.63
H -0.40 -0.02 -0.19
H 0.29 0.13 0.42
H 0.38 -0.29 -0.52
H 0.63 -0.14 -0.26
C 0.81 2.37 1.28
O 3.10 -4.08 0.83
N -4.52 0.95 -2.68
N 0.36 0.27 0.53
H -0.19 -0.35 -0.47
H -0.13 0.37 0.26
H 0.74 0.36 0.70
H -0.25 0.10 -0.35

## Properties
net charge	-1
HOMO	-7.7	eV
orbital gap	9.0	eV
total energy	-4637.4377	Eh
multiplicity	1

In elementary charge units, the Mulliken charges are:
1 As 2.13
2 F -0.71
3 F -0.43
4 F -0.50
5 F -0.26
6 F -0.61
7 F -0.48
8 C 0.52
9 O -0.71
10 N -0.39
11 N -0.04
12 H 0.15
13 H 0.43
14 H 0.06
15 H 0.11
16 C 0.73
17 O -0.68
18 N -0.46
19 N -0.09
20 H 0.13
21 H 0.25
22 H -0.20
23 H 0.33
24 C 0.57
25 O -0.69
26 N -0.32
27 N -0.24
28 H 0.21
29 H 0.11
30 H 0.14
31 H 0.17
32 C 0.69
33 O -0.72
34 N -0.38
35 N -0.26
36 H 0.15
37 H 0.24
38 H 0.07
39 H 0.19
40 C 0.56
41 O -0.69
42 N -0.27
43 N -0.26
44 H 0.16
45 H 0.17
46 H 0.12
47 H 0.17
48 C 0.54
49 O -0.71
50 N -0.35
51 N -0.08
52 H 0.19
53 H 0.20
54 H 0.14
55 H 0.06
56 C 0.67
57 O -0.71
58 N -0.31
59 N -0.34
60 H 0.17
61 H 0.12
62 H 0.16
63 H 0.19
64 C 0.55
65 O -0.66
66 N -0.26
67 N -0.11
68 H 0.17
69 H 0.16
70 H -0.19
71 H 0.22